Below is a cluster of 3 separate species, C4H13NO2 in total, with properties calculated with the ωB97M-V functional and the def2-TZVPD basis.

As for the SMILES: C=C(N)CC.O.O. The calculation puts the LUMO energy at 0.653 eV. The total energy comes out at -365.4113 a.u. Its spin multiplicity is 1. The value obtained for the energy above the lowest of the compared OMol25 structures with the same formula, charge and spin is 0.847 eV.

Each line ends with the Löwdin charge.
Element x y z (Å)
C -1.84955 0.10487 -0.98746  0.013
C -1.26887 -0.18624 0.18937  -0.452
N -1.24961 -1.45246 0.77076  0.077
C -0.49344 0.88913 0.91901  -0.204
C 0.43381 1.78072 0.09239  -0.112
H -1.57335 1.02260 -1.48620  0.054
H -2.58372 -0.52745 -1.47024  0.055
H -0.30610 -1.80199 0.83964  0.075
H -1.87514 -2.15458 0.41152  0.090
H 0.06251 0.36014 1.69939  0.099
H -1.21924 1.48311 1.46815  0.113
H 0.73571 1.31457 -0.84123  0.066
H -0.08786 2.70292 -0.17228  0.072
H 1.31076 2.04748 0.66959  0.063
O 0.92292 -1.63680 -1.05356  -0.066
H 1.43018 -1.60919 -1.87422  0.068
H 0.08034 -1.26625 -1.37207  0.030
O 2.73892 -0.05116 0.60516  -0.067
H 2.80432 -0.54314 1.42874  0.040
H 1.98740 -0.47629 0.16356  -0.015

Atomic forces in eV per Å
-0.016 -0.087 0.159
0.107 0.369 -1.319
-0.475 0.172 1.018
0.534 -1.008 0.421
-0.696 0.450 -0.004
-0.537 0.342 0.219
0.294 -0.286 -0.146
-0.023 -0.086 0.260
-0.006 0.124 -0.365
0.201 0.169 -0.046
-0.129 0.143 0.031
0.176 -0.147 0.025
0.051 0.012 -0.085
0.119 -0.016 -0.060
-0.100 0.161 -0.839
0.429 -0.198 0.218
-0.145 0.066 0.493
-0.097 -0.231 0.176
0.197 0.045 0.077
0.113 0.006 -0.232